Entry 1:
# C60H57F3N5OP2SbTeV

A structure of composition C60H57F3N5OP2SbTeV in a non-equilibrium geometry (wB97M-V/def2-TZVPD, OMol25).

Atoms and positions in Å:
1 Te -0.70629 -0.47992 -2.78179
2 Sb -2.35530 2.04528 -0.24368
3 V 1.05062 -0.28083 -0.33480
4 P 3.16819 -1.42203 -0.42872
5 P -2.76075 -1.42742 1.24248
6 F -0.08665 6.58382 -3.87707
7 F -5.68305 5.54532 3.72359
8 F -6.98042 0.26184 -4.04908
9 O 0.75770 1.98365 -1.76958
10 N 1.84033 1.13532 -1.52183
11 N -5.12129 -0.90091 2.66778
12 N 0.50736 -1.68707 1.20568
13 N -4.91579 -3.12908 1.71186
14 N -3.61290 -2.52479 3.65869
15 C -5.99058 0.65485 -3.23675
16 C 5.70426 -1.06446 -1.44287
17 C 1.33640 2.93480 2.71403
18 C -0.60873 5.62839 -3.09342
19 C -1.61352 3.48548 -2.86430
20 C 5.29680 1.41094 -2.58612
21 C 5.38776 -2.07328 3.54847
22 C -0.20084 -3.46383 -0.21593
23 C 1.23614 0.91959 1.34911
24 C -3.61414 4.70987 2.98952
25 C 5.30105 -3.14092 2.67142
26 C -0.18077 -5.74164 0.57991
27 C 2.48954 -5.04705 -3.19307
28 C 0.94195 -3.46641 3.31622
29 C -5.72277 2.00605 -3.10570
30 C -4.48361 -1.45084 3.94958
31 C -2.91790 3.91018 2.10000
32 C 2.99634 -2.92637 -1.44774
33 C 1.40125 2.29632 1.48412
34 C -3.56921 3.19863 1.09893
35 C -2.41604 -2.11392 2.93814
36 C 1.00482 0.21207 2.54430
37 C -5.67789 4.05751 1.91148
38 C -4.09527 -0.25342 1.80145
39 C 4.16245 -0.70931 2.00005
40 C 2.80305 -4.21424 -0.95805
41 C 1.05550 -2.12194 3.50321
42 C 0.28950 -5.32740 1.79884
43 C 2.56484 -5.26767 -1.82879
44 C -1.32678 -2.38029 -3.52764
45 C -4.69927 2.39830 -2.26274
46 C 4.44430 -0.48606 -1.34294
47 C 2.97019 1.50845 -1.99316
48 C 0.82865 -1.24162 2.41391
49 C -4.99130 4.77348 2.87278
50 C 0.94063 0.83566 3.78989
51 C -4.24393 0.12029 -1.72623
52 C -0.66289 5.83299 -1.72548
53 C 4.04744 -1.78832 1.12183
54 C 6.54383 0.82067 -2.66754
55 C 4.64207 -3.00049 1.45966
56 C 0.56679 -0.01212 -4.43003
57 C 4.82813 -0.85146 3.20419
58 C -4.95456 3.27233 1.02785
59 C 1.10182 2.20701 3.87215
60 C -5.26406 -0.30665 -2.55842
61 C -3.90066 -2.80287 0.72043
62 C -5.81544 -2.06394 1.94513
63 C -1.08069 4.46691 -3.68144
64 C 2.88523 -2.70979 -2.82444
65 C 6.74595 -0.42806 -2.09862
66 C -4.33201 -3.58668 2.96618
67 C -0.43568 -4.79644 -0.43116
68 C -1.19856 4.83227 -0.93162
69 C 2.63834 -3.75878 -3.68902
70 C 0.51885 -3.95857 2.05253
71 C -3.94865 1.46449 -1.55651
72 C 4.23016 0.77303 -1.93445
73 C -1.67764 3.65315 -1.48578
74 C 0.28844 -3.01794 1.02781
75 H 3.01842 -1.71192 -3.22888
76 H 2.57703 -3.57636 -4.75139
77 H 1.47558 4.00303 2.77666
78 H -4.60846 0.18409 0.93971
79 H -3.95328 -0.61690 4.41843
80 H -6.75302 4.13369 1.85609
81 H -3.11574 5.27368 3.76097
82 H 3.72926 0.25064 1.73952
83 H -4.48928 3.45523 -2.15711
84 H -2.07028 -2.78502 -2.84747
85 H 5.76102 -4.08564 2.92013
86 H 0.75336 0.27138 4.68966
87 H -3.64300 -4.40530 2.75912
88 H 1.57129 0.20622 -4.08263
89 H -1.78078 -2.23807 -4.50330
90 H -0.35625 -6.78939 0.39164
91 H -4.39628 -2.54242 -0.21880
92 H 2.78885 -4.40998 0.10577
93 H 3.01433 2.46283 -2.52631
94 H -5.49536 -1.34931 -2.70269
95 H 4.63293 -3.83542 0.77687
96 H -3.64757 0.56903 2.37291
97 H -1.99203 2.57560 -3.32149
98 H -1.04273 4.35750 -4.75423
99 H 1.59091 2.90700 0.60552
100 H 2.43143 -6.26284 -1.43194
101 H 4.91202 -0.00649 3.87093
102 H -1.87285 -1.36669 3.52577
103 H -0.80737 -5.12766 -1.38972
104 H -6.21521 -1.65833 1.01121
105 H -5.49450 2.72742 0.26303
106 H 0.15937 0.84036 -4.96270
107 H -6.63180 -2.37778 2.60147
108 H 5.87737 -2.03463 -0.99024
109 H -1.84315 3.83826 2.21004
110 H 7.71168 -0.90414 -2.16149
111 H -0.47964 -3.05733 -3.59160
112 H 2.31543 -5.87076 -3.86825
113 H 1.06264 2.81064 -2.19108
114 H 1.15970 -4.16078 4.11372
115 H -0.37615 -2.73242 -0.99881
116 H -5.13087 -3.95358 3.61475
117 H -3.29033 -3.69355 0.53098
118 H -5.31110 -1.77751 4.58473
119 H -3.64007 -0.62897 -1.21719
120 H 1.36379 -1.71533 4.45087
121 H 5.13770 2.37970 -3.03342
122 H 7.35214 1.33106 -3.16991
123 H -5.82613 -0.20422 2.91948
124 H -1.75611 -2.98192 2.83401
125 H 1.04909 2.70516 4.82878
126 H -0.30077 6.75927 -1.30649
127 H 0.58891 -0.87686 -5.08326
128 H 5.90814 -2.18602 4.48889
129 H -1.24309 4.99759 0.13690
130 H -6.31084 2.72213 -3.65564
131 H 0.48292 -6.04002 2.58751

Output
* ⟨S²⟩: 3.776
* energy relative to the best compared isomer or geometry (same formula, charge and spin): 0.0 kJ/mol
* 2S+1: 4
* net charge: +2
* total energy: -5103.65175 hartree

Here are the Mulliken charges for atoms 1 to 5, given in e: 0.538 0.080 -0.261 2.264 1.533

***

Entry 2:
# C60H60

A cluster of 10 separate species, C60H60 in total in a non-equilibrium geometry (wB97M-V/def2-TZVPD, OMol25).

Atoms and positions in Å:
1 C 13.53090 7.90290 13.54201
2 C 13.45598 14.28038 9.37601
3 C 6.51193 13.27085 12.30726
4 C 12.71489 14.28863 10.56267
5 C 13.23006 7.84097 14.87407
6 C 7.82889 14.11662 17.16050
7 C 11.88366 15.90392 19.58400
8 C 6.76018 14.69428 19.23573
9 C 11.45100 11.20736 14.45196
10 C 12.51029 7.64157 12.67687
11 C 11.35129 14.66760 10.63292
12 C 12.79813 13.15432 15.00340
13 C 9.52611 17.57073 15.40003
14 C 10.77303 15.09068 9.41637
15 C 8.01745 12.58722 19.04482
16 C 12.06364 7.41486 15.37008
17 C 9.31778 20.15317 16.00200
18 C 9.42317 17.91899 16.70345
19 C 11.74377 13.59922 18.78021
20 C 10.71991 10.41774 11.20808
21 C 11.73995 14.00633 14.77978
22 C 11.24316 7.25558 13.16009
23 C 7.20066 7.86064 14.64432
24 C 13.10563 13.46064 19.02191
25 C 9.60138 18.43151 14.33718
26 C 5.89179 13.37169 13.51341
27 C 10.10549 11.65741 9.22350
28 C 8.28478 12.93747 17.72438
29 C 10.52131 13.50329 14.35080
30 C 10.42095 12.10747 14.10332
31 C 9.28886 19.27444 17.05609
32 C 7.01790 14.96851 17.89875
33 C 14.36485 17.50123 15.35521
34 C 15.92661 16.91488 13.61881
35 C 11.15887 14.79498 19.09200
36 C 8.43690 10.50995 10.53558
37 C 15.04474 17.41273 12.69008
38 C 13.54475 18.02449 14.43921
39 C 7.20128 13.47289 19.77135
40 C 6.77805 15.52353 13.96495
41 C 8.79700 11.31887 9.42285
42 C 6.04932 14.44002 14.36848
43 C 12.65983 11.76504 14.87225
44 C 9.37144 10.02844 11.38804
45 C 11.06877 11.18362 10.10976
46 C 15.56043 16.90828 14.92816
47 C 7.33407 7.57084 16.03160
48 C 13.88730 14.52275 19.47773
49 C 11.01727 7.14094 14.49799
50 C 9.44139 19.77286 14.67454
51 C 7.07564 10.24022 15.13031
52 C 13.26260 15.73525 19.79785
53 C 13.83651 17.92946 13.09517
54 C 7.40453 15.50630 12.71760
55 C 7.34410 8.64986 16.92160
56 C 7.30687 14.35426 11.93358
57 C 11.41614 14.91507 8.23826
58 C 7.24040 9.97069 16.47123
59 C 12.73530 14.58194 8.20622
60 C 7.14069 9.18196 14.20052
61 H 8.03313 16.33214 12.43374
62 H 11.13739 12.76628 18.39716
63 H 10.05632 14.80839 18.93548
64 H 8.06086 11.52290 8.68894
65 H 8.47554 11.69058 19.48007
66 H 10.44756 12.31048 8.48953
67 H 6.76137 11.34179 14.86785
68 H 6.34568 12.40502 11.71637
69 H 9.69543 16.47311 15.27498
70 H 10.76971 14.63604 11.59551
71 H 13.81874 13.44569 15.26269
72 H 9.46832 11.69244 13.75765
73 H 9.93020 18.09767 13.38706
74 H 16.79676 16.47189 13.25603
75 H 6.67487 15.90099 17.52183
76 H 13.62294 12.52363 18.85745
77 H 7.34001 7.12633 13.86783
78 H 6.99040 16.29179 14.71551
79 H 14.22162 17.54796 16.42738
80 H 13.18976 18.52830 12.41356
81 H 5.32368 12.50299 13.74544
82 H 7.43970 10.14193 10.60156
83 H 12.62347 7.71743 11.59257
84 H 8.09854 14.48188 16.19975
85 H 12.10026 11.42779 10.01113
86 H 9.78330 15.60472 9.42650
87 H 6.13613 15.43949 19.78082
88 H 5.68198 14.43406 15.35296
89 H 12.71296 18.63669 14.79197
90 H 13.25134 14.60182 7.24073
91 H 11.39940 10.13809 14.32047
92 H 14.49326 13.96673 9.31058
93 H 9.74072 14.05982 13.92305
94 H 10.47831 7.06223 12.42570
95 H 9.09513 9.38962 12.19240
96 H 14.53568 8.21481 13.22792
97 H 9.49067 17.16364 17.48397
98 H 6.87508 9.35362 13.14652
99 H 9.42162 20.53475 13.92708
100 H 7.30675 6.64524 16.49208
101 H 13.91717 16.52111 20.25665
102 H 11.91209 7.50782 16.45433
103 H 10.05697 6.82775 14.85538
104 H 13.98691 8.20309 15.53770
105 H 9.02488 12.42550 17.15398
106 H 13.17186 14.01095 11.50186
107 H 7.30649 10.83782 17.11690
108 H 9.24921 21.18544 16.25186
109 H 7.47574 8.48764 17.97454
110 H 16.28311 16.59954 15.67863
111 H 7.77134 14.15047 10.99544
112 H 15.27835 17.37432 11.62829
113 H 7.09366 13.38731 20.83859
114 H 11.38844 16.82495 19.89296
115 H 9.20540 19.62787 18.10068
116 H 14.95577 14.45417 19.64007
117 H 11.88301 15.03462 14.86599
118 H 10.95337 15.17122 7.31131
119 H 11.58142 10.10666 11.84207
120 H 13.52556 11.09629 15.02600

Output
* energy relative to the best compared isomer or geometry (same formula, charge and spin): 0.0 kJ/mol
* 2S+1: 1
* net charge: 0
* total energy: -2322.20895 hartree
* SMILES: c1ccccc1.c1ccccc1.c1ccccc1.c1ccccc1.c1ccccc1.c1ccccc1.c1ccccc1.c1ccccc1.c1ccccc1.c1ccccc1

Here are the Mulliken charges for atoms 1 to 5, given in e: -0.655 -0.841 -0.596 -0.446 -0.049